Computed, not measured: a structure of composition C36H35BClCrIN6O3S2, with ωB97M-V/def2-TZVPD.

The relative energy (zero: lowest compared OMol25 entry of this formula, charge and spin) comes out at 0.0 kJ/mol. Its LUMO energy (spin up / spin down) is -0.17 / -0.27 eV. The HOMO-LUMO gap (spin up / spin down) comes out at 5.2 / 5.1 eV. The spin multiplicity is 5. Its total energy is -4570.93894 Ha.

Structure (XYZ):
```
86
C36H35BClCrIN6O3S2 (ωB97M-V/def2-TZVPD)
Cr -0.357 -0.420 -0.252
C -0.993 -1.563 3.876
C -1.169 -1.264 2.550
N -0.383 -0.431 1.846
C 0.686 0.184 2.485
C 0.936 -0.106 3.883
C 0.104 -0.960 4.542
C 2.062 0.538 4.529
C 2.906 1.319 3.830
C 2.710 1.549 2.405
C 3.651 2.110 1.597
C 3.473 1.992 0.154
C 2.289 1.682 -0.373
N 1.144 1.623 0.524
C 1.487 1.067 1.831
H -1.675 -2.236 4.378
H -1.965 -1.745 1.988
H 0.291 -1.163 5.592
H 2.210 0.369 5.590
H 3.760 1.780 4.314
H 4.592 2.450 2.012
H 4.331 2.075 -0.504
H 2.114 1.538 -1.429
Cl 4.148 -1.449 -5.471
C 3.358 -1.355 -3.919
C 4.080 -1.533 -2.779
C 3.464 -1.471 -1.512
I 4.604 -1.649 0.213
C 2.108 -1.215 -1.363
O 1.466 -1.201 -0.239
C 1.382 -0.957 -2.580
N 0.062 -0.631 -2.419
C -0.693 -0.501 -3.479
C -0.193 -0.633 -4.787
C 1.131 -0.890 -4.973
C 1.976 -1.064 -3.852
H 5.144 -1.718 -2.850
H -1.742 -0.285 -3.306
H -0.864 -0.516 -5.627
H 1.547 -0.971 -5.968
S -4.768 0.973 0.065
C -3.239 0.288 0.383
N -2.286 0.603 -0.425
C -2.750 1.488 -1.415
C -1.982 2.088 -2.411
C -2.604 2.933 -3.301
C -3.977 3.210 -3.205
C -4.741 2.649 -2.204
C -4.108 1.784 -1.311
H -3.106 -0.377 1.222
H -0.911 1.929 -2.445
H -2.016 3.414 -4.073
H -4.440 3.884 -3.914
H -5.795 2.878 -2.109
C -1.065 5.583 -1.123
C -0.307 4.823 -0.054
C 0.915 5.625 0.375
O 0.204 3.592 -0.625
B 0.223 2.694 0.442
O -0.732 2.989 1.400
C -1.190 4.336 1.166
C -2.678 4.278 0.870
C -0.962 5.118 2.448
H -0.399 5.747 -1.972
H -1.380 6.558 -0.743
H -1.943 5.043 -1.471
H 1.518 5.830 -0.511
H 1.537 5.058 1.071
H 0.637 6.573 0.838
H -2.882 3.691 -0.022
H -3.089 5.280 0.727
H -3.186 3.812 1.716
H 0.074 5.048 2.777
H -1.592 4.701 3.235
H -1.225 6.170 2.317
C 1.217 -4.150 1.791
N -0.071 -3.726 1.282
C -0.408 -3.698 -0.001
N 0.476 -4.209 -0.880
S -1.935 -3.102 -0.520
H 1.231 -3.979 2.864
H 2.013 -3.553 1.346
H 1.390 -5.212 1.597
H -0.770 -3.414 1.933
H 1.449 -4.297 -0.631
H 0.264 -4.083 -1.855
```



Computed, not measured: a cluster of 13 separate species, C50H84F3N3O27 in total, with ωB97M-V/def2-TZVPD.

Its LUMO energy is 0.29 eV. The HOMO-LUMO gap comes out at 7.4 eV. Its total energy is -4450.91878 Ha.

Structure (XYZ):
```
167
C50H84F3N3O27 (ωB97M-V/def2-TZVPD)
C 1.107 -1.127 -3.712
C -0.082 -1.067 -2.778
C 0.352 -0.629 -1.393
N -0.598 -0.925 -0.233
C -0.557 -2.353 0.164
C 0.814 -2.723 0.740
C 1.217 -1.716 1.847
C 1.034 -0.246 1.485
C -0.362 0.005 0.911
C -1.993 -0.605 -0.746
H 0.872 -1.543 -4.698
H 1.856 -1.856 -3.381
H 1.641 -0.204 -3.941
H -0.501 -2.082 -2.723
H -0.932 -0.522 -3.187
H 0.427 0.457 -1.376
H 1.299 -1.097 -1.141
H -1.012 -2.948 -0.627
H -1.277 -2.483 0.975
H 1.481 -2.770 -0.118
H 0.719 -3.673 1.259
H 2.179 -1.889 2.336
H 0.595 -2.086 2.677
H 1.794 -0.032 0.731
H 1.127 0.361 2.385
H -0.655 1.043 0.763
H -1.104 -0.366 1.627
H -2.013 0.416 -1.107
H -2.622 -0.816 0.117
H -2.189 -1.279 -1.574
C 0.567 4.343 2.535
O 0.856 5.611 3.225
O -0.468 4.622 1.759
C 1.789 3.737 1.775
F 1.454 3.266 0.570
F 2.744 4.670 1.553
F 2.288 2.706 2.499
C 1.937 5.592 4.131
C 1.914 6.953 4.843
H 1.611 7.677 4.087
H 1.205 6.989 5.677
H 2.841 7.222 5.355
H 2.929 5.554 3.677
H 1.757 4.846 4.915
H 0.246 3.671 3.357
O 3.990 -1.254 0.047
C 4.588 -1.876 0.887
O 4.993 -1.409 2.053
C 4.674 -0.091 2.463
C 5.422 1.022 1.729
C 4.957 -3.302 0.598
H 5.068 0.004 3.472
H 3.603 0.102 2.460
H 6.485 1.022 1.999
H 5.093 1.973 2.152
H 5.402 1.009 0.645
H 4.891 -3.893 1.514
H 5.944 -3.416 0.155
H 4.232 -3.735 -0.088
O -1.329 -2.464 7.908
C -2.183 -1.792 7.424
O -2.469 -1.656 6.144
C -1.596 -2.224 5.174
C -1.550 -3.736 5.105
C -3.108 -0.972 8.297
H -0.606 -1.780 5.052
H -2.000 -1.823 4.238
H -2.520 -4.065 4.720
H -1.249 -4.237 6.018
H -0.925 -4.042 4.260
H -3.771 -1.677 8.791
H -3.615 -0.235 7.678
H -2.494 -0.422 9.006
C -7.177 -0.238 -2.411
C -7.273 -1.495 -3.272
C -6.549 -2.739 -2.737
C -5.102 -2.699 -2.939
N -3.952 -2.633 -3.031
H -7.472 -0.450 -1.376
H -7.819 0.585 -2.708
H -6.132 0.030 -2.258
H -6.880 -1.361 -4.281
H -8.316 -1.786 -3.412
H -6.848 -3.531 -3.436
H -6.756 -3.090 -1.728
C 3.504 -4.426 -3.871
C 2.547 -5.553 -4.243
C 2.341 -6.535 -3.085
C 1.741 -5.833 -1.937
N 1.277 -5.314 -1.031
H 3.829 -3.622 -4.529
H 4.431 -4.926 -3.558
H 3.205 -3.888 -2.962
H 3.093 -6.100 -5.017
H 1.579 -5.202 -4.596
H 3.261 -6.987 -2.709
H 1.761 -7.374 -3.468
C 3.850 2.441 -1.303
C 3.698 3.861 -1.833
O 2.649 3.682 -2.781
C 1.989 2.546 -2.494
O 0.931 2.300 -2.959
O 2.560 1.877 -1.481
H 4.074 2.395 -0.240
H 4.681 1.933 -1.801
H 4.648 4.128 -2.290
H 3.523 4.550 -1.008
C 1.446 0.136 -9.689
C 1.695 -1.349 -9.839
O 1.350 -1.851 -8.559
C 0.518 -0.948 -7.960
O -0.149 -1.256 -7.029
O 0.415 0.189 -8.675
H 1.258 0.671 -10.614
H 2.336 0.591 -9.241
H 2.753 -1.563 -9.988
H 1.102 -1.733 -10.674
C 1.703 2.416 5.954
C 0.346 1.980 6.485
O 0.133 0.786 5.694
C 1.337 0.266 5.392
O 1.495 -0.840 5.017
O 2.304 1.137 5.714
H 2.295 2.891 6.736
H 1.641 3.031 5.058
H -0.451 2.706 6.403
H 0.395 1.522 7.482
C -1.682 3.444 -1.287
C -2.618 4.505 -0.731
O -3.889 3.858 -0.633
C -3.883 2.748 -1.423
O -4.850 2.144 -1.772
O -2.606 2.428 -1.717
H -1.002 3.134 -0.495
H -1.192 3.748 -2.207
H -2.651 5.445 -1.283
H -2.281 4.748 0.279
C 1.519 3.587 -5.957
C 2.059 2.185 -6.239
O 3.254 2.173 -5.439
C 3.726 3.446 -5.395
O 4.831 3.774 -5.122
O 2.747 4.297 -5.740
H 0.882 3.685 -5.075
H 1.013 4.092 -6.781
H 2.277 1.989 -7.288
H 1.421 1.416 -5.805
C -4.515 -5.584 0.403
C -4.767 -5.908 1.884
O -4.549 -4.672 2.569
C -4.388 -3.669 1.680
O -4.140 -2.551 1.966
O -4.436 -4.146 0.432
H -5.384 -5.983 -0.120
H -3.569 -5.838 -0.073
H -4.048 -6.627 2.276
H -5.797 -6.207 2.074
C -3.143 3.945 3.065
C -2.401 3.987 4.415
O -1.838 2.671 4.494
C -2.393 1.851 3.572
O -2.190 0.683 3.511
O -3.197 2.537 2.771
H -2.449 4.392 2.345
H -4.155 4.334 3.038
H -3.079 4.091 5.275
H -1.671 4.787 4.510
```



Computed, not measured: the molecule C7H8Cl2N2O2, with ωB97M-V/def2-TZVPD.

The relative energy (zero: lowest compared OMol25 entry of this formula, charge and spin) comes out at 0.0 kJ/mol. Its SMILES is COC(=O)C1=C(Cl)N(C)[C@H](Cl)C=N1. Its LUMO energy is 0.51 eV. The HOMO-LUMO gap comes out at 9.2 eV. Its total energy is -1451.85562 Ha.

Structure (XYZ):
```
21
C7H8Cl2N2O2 (ωB97M-V/def2-TZVPD)
C 1.131 0.849 -1.567
C -0.148 0.351 0.279
C -0.027 -0.955 -0.019
C -0.879 0.928 1.523
C 1.470 -0.657 -1.726
C 0.167 -2.785 -1.592
C -1.449 2.861 2.540
N 0.361 1.272 -0.679
N 0.508 -1.448 -1.128
O -1.544 0.269 2.262
O -0.701 2.223 1.602
Cl -0.773 -2.152 0.944
Cl 3.143 -0.911 -0.812
H 1.696 1.548 -2.219
H 1.803 -0.956 -2.802
H 0.997 -3.109 -2.304
H 0.143 -3.570 -0.725
H -0.756 -2.813 -2.028
H -2.347 3.370 2.151
H -0.871 3.622 3.034
H -1.925 2.062 3.267
```



Computed, not measured: a cluster of 10 separate species, C49H52N11 in total, with ωB97M-V/def2-TZVPD.

Its LUMO energy is 1.82 eV. The charge is -1. The HOMO-LUMO gap comes out at 3.6 eV. Its total energy is -2500.52816 Ha.

Structure (XYZ):
```
112
C49H52N11 (ωB97M-V/def2-TZVPD)
C 4.859 -4.230 -4.125
C 3.819 -4.313 -4.717
C 2.416 -4.499 -5.198
N 1.590 -3.492 -4.589
C 0.303 -3.987 -4.242
N -0.323 -4.946 -5.198
H 5.786 -4.475 -3.692
H 2.423 -4.372 -6.293
H 2.154 -5.540 -4.943
H -0.370 -3.122 -4.151
H 0.356 -4.429 -3.208
H -0.023 -5.868 -4.910
H -1.335 -4.937 -5.144
N -0.352 -1.196 -0.094
C 0.264 -1.666 -1.183
C 0.213 -1.049 -2.424
C -0.521 0.119 -2.543
C -1.171 0.625 -1.427
C -1.052 -0.068 -0.234
H 0.824 -2.585 -1.043
H 0.737 -1.479 -3.274
H -0.587 0.630 -3.494
H -1.754 1.535 -1.486
H -1.541 0.288 0.668
N -1.792 2.981 -4.033
C -1.189 2.861 -5.217
C -0.545 3.904 -5.863
C -0.527 5.145 -5.250
C -1.148 5.292 -4.020
C -1.760 4.183 -3.458
H -1.229 1.872 -5.663
H -0.071 3.744 -6.822
H -0.035 5.986 -5.723
H -1.156 6.244 -3.507
H -2.254 4.252 -2.494
N 3.013 -6.278 -1.857
C 2.812 -6.139 -0.550
C 3.597 -6.749 0.420
C 4.646 -7.552 0.004
C 4.868 -7.710 -1.354
C 4.027 -7.050 -2.239
H 1.977 -5.504 -0.274
H 3.388 -6.598 1.471
H 5.281 -8.047 0.729
H 5.676 -8.329 -1.721
H 4.163 -7.138 -3.312
N -1.400 1.026 5.613
C -0.802 0.565 4.515
C -0.861 1.195 3.280
C -1.587 2.367 3.177
C -2.221 2.864 4.305
C -2.095 2.161 5.492
H -0.246 -0.358 4.639
H -0.351 0.777 2.424
H -1.659 2.888 2.230
H -2.799 3.777 4.266
H -2.569 2.516 6.401
N -0.939 -0.044 -8.077
C -1.859 0.217 -9.007
C -2.825 -0.689 -9.412
C -2.835 -1.943 -8.821
C -1.889 -2.237 -7.856
C -0.966 -1.257 -7.517
H -1.811 1.209 -9.445
H -3.548 -0.420 -10.171
H -3.573 -2.682 -9.112
H -1.860 -3.205 -7.371
H -0.207 -1.447 -6.763
N 2.261 3.493 8.965
C 2.511 4.658 8.367
C 1.937 5.047 7.166
C 1.055 4.176 6.548
C 0.781 2.960 7.151
C 1.408 2.670 8.355
H 3.210 5.307 8.884
H 2.176 6.007 6.727
H 0.586 4.441 5.607
H 0.099 2.255 6.701
H 1.221 1.732 8.865
N -0.918 8.117 8.819
C -2.194 8.497 8.756
C -3.220 7.680 8.308
C -2.904 6.395 7.899
C -1.584 5.980 7.954
C -0.634 6.876 8.422
H -2.394 9.512 9.084
H -4.239 8.042 8.282
H -3.677 5.726 7.542
H -1.295 4.986 7.644
H 0.409 6.596 8.487
N -2.532 -5.080 -1.531
C -3.750 -5.566 -1.762
C -4.913 -4.819 -1.651
C -4.805 -3.491 -1.272
C -3.548 -2.967 -1.025
C -2.447 -3.799 -1.170
H -3.786 -6.611 -2.053
H -5.876 -5.268 -1.854
H -5.689 -2.873 -1.172
H -3.418 -1.935 -0.728
H -1.447 -3.428 -0.991
N 3.095 2.565 2.397
C 4.191 2.080 2.978
C 4.555 0.743 2.944
C 3.730 -0.145 2.271
C 2.584 0.337 1.662
C 2.317 1.694 1.754
H 4.805 2.810 3.495
H 5.460 0.407 3.432
H 3.978 -1.198 2.221
H 1.912 -0.323 1.126
H 1.433 2.118 1.289
```



Computed, not measured: a structure of composition C3H4BrO3Zr, with ωB97M-V/def2-TZVPD.

The relative energy (zero: lowest compared OMol25 entry of this formula, charge and spin) comes out at 403.0 kJ/mol. Its LUMO energy is -18.42 eV. The charge is +3. The HOMO-LUMO gap comes out at 2.8 eV. Its total energy is -2961.80269 Ha.

Structure (XYZ):
```
12
C3H4BrO3Zr (ωB97M-V/def2-TZVPD)
Zr 3.417 -1.269 1.491
Br 1.532 -1.870 1.549
C -1.070 0.870 0.305
C -0.038 -0.318 0.282
O 0.501 -0.133 -0.928
C -0.289 0.606 -1.731
O -0.155 0.552 -2.971
O -1.328 1.057 -1.072
H -0.725 1.650 0.983
H -2.013 0.411 0.604
H -0.481 -1.311 0.364
H 0.649 -0.244 1.125
```



Computed, not measured: the molecule C5H8ClNO, with ωB97M-V/def2-TZVPD.

The relative energy (zero: lowest compared OMol25 entry of this formula, charge and spin) comes out at 301.5 kJ/mol. Its SMILES is Cl[C@H]1[C@H]2NCCO[C@@H]12. Its LUMO energy is 0.84 eV. The HOMO-LUMO gap comes out at 9.6 eV. Its total energy is -785.41317 Ha.

Structure (XYZ):
```
16
C5H8ClNO (ωB97M-V/def2-TZVPD)
C 0.684 -1.215 1.179
C -0.075 0.190 1.273
C -0.343 1.366 -0.814
C -0.305 0.007 -1.527
C -0.640 -1.044 0.578
H 0.781 -1.836 2.056
H -0.403 0.337 2.246
H 1.348 1.032 0.095
H -1.385 1.790 -0.657
H 0.349 2.080 -1.435
H -0.927 -0.075 -2.441
H 0.778 -0.362 -1.657
H -1.417 -1.438 1.261
N 0.401 1.266 0.471
O -0.911 -0.993 -0.758
Cl 2.064 -1.104 0.130
```



Computed, not measured: a structure of composition C5H10O, with ωB97M-V/def2-TZVPD.

The relative energy (zero: lowest compared OMol25 entry of this formula, charge and spin) comes out at 399.5 kJ/mol. Its LUMO energy is 0.75 eV. The HOMO-LUMO gap comes out at 9.2 eV. Its total energy is -271.60045 Ha.

Structure (XYZ):
```
16
C5H10O (ωB97M-V/def2-TZVPD)
C -1.336 -1.186 1.028
C -0.011 -0.418 1.240
C -0.239 0.924 0.620
O 1.368 1.693 -0.009
C 0.268 1.120 -0.775
C 0.765 0.021 -1.691
H -2.190 -0.623 1.421
H -1.293 -2.152 1.544
H -1.518 -1.379 -0.037
H 0.169 -0.318 2.318
H 0.816 -1.001 0.812
H 0.808 2.188 0.684
H -0.264 1.893 -1.348
H 1.364 -0.722 -1.156
H 1.384 0.444 -2.491
H -0.089 -0.485 -2.159
```